Record 1
Here is 2 unconnected molecules or ions with the total composition C4H7NOS at a distorted geometry from the OMol25 dataset. Energies are from ωB97M-V/def2-TZVPD.

The geometry in ORCA input format:
```
! wB97M-V def2-TZVPD RIJCOSX def2/J DEFGRID3
* xyz 0 1
C -1.95280 -0.31860 1.10759
C -1.02838 -0.58546 -0.06434
C -0.71710 0.50690 -0.99894
S -0.06024 -1.87711 -0.12101
H -2.02201 0.66809 1.44826
H -1.79733 -0.78655 2.06053
H -2.95013 -0.47782 0.76652
H 0.24582 0.49452 -1.45738
H -0.89447 1.56691 -0.73168
H -1.33633 0.47279 -1.84837
N 3.77305 -0.35523 -0.16778
C 2.95284 0.42053 0.26434
O 2.22474 1.25894 0.59818
H 3.56236 -0.98792 -0.85591
*
```

Computed properties:
SMILES string: CC(C)=S.N=C=O
Frontier orbital gap: 8.54 eV
ΔE to the lowest compared entry with this formula, charge and spin: 32.35 kcal/mol

Results of the Mulliken charge analysis, in e, for atoms 1 through 4: atom 1 (C): -1.2470, atom 2 (C): 0.6753, atom 3 (C): -1.2975, atom 4 (S): -0.2809

---

Record 2
Here is 4 unconnected molecules or ions with the total composition C2H13NO3S2 at a distorted geometry from the OMol25 dataset. Energies are from ωB97M-V/def2-TZVPD.

The geometry in ORCA input format:
```
! wB97M-V def2-TZVPD RIJCOSX def2/J DEFGRID3
* xyz 1 2
N -0.73617 -1.53299 -0.14844
C -0.74661 -0.35847 0.76526
C -1.03903 0.91408 -0.03993
S -1.63797 2.26914 1.07000
S 0.07560 3.12827 1.73527
H -1.15336 -2.29144 0.38729
H 0.24363 -1.82013 -0.14823
H -1.58654 -0.51118 1.43972
H 0.17809 -0.23204 1.32215
H -0.21783 1.23193 -0.67060
H -1.84533 0.77778 -0.76491
H 0.41818 4.03610 0.79651
H -3.04088 -1.10223 -2.70671
H -1.69286 -1.66498 -2.12051
O -2.32200 -1.72012 -2.84099
H 2.43764 0.07065 -0.39709
H 1.04279 0.20167 -1.04073
O 1.96966 0.09668 -1.25047
H 3.39577 -1.26959 1.48966
H 3.32619 0.22766 1.84200
O 2.93102 -0.45078 1.28074
*
```

Computed properties:
Frontier orbital gap (spin up / spin down): 8.71 / 4.41 eV
<S²>: 0.76
ΔE to the lowest compared entry with this formula, charge and spin: 5.72 kcal/mol

Results of the Mulliken charge analysis, in e, for atoms 1 through 4: atom 1 (N): -0.5546, atom 2 (C): -0.6589, atom 3 (C): -0.6275, atom 4 (S): 0.2907

---

Record 3
Here is a molecular structure, C11H23FO3Sr at a distorted geometry from the OMol25 dataset. Energies are from ωB97M-V/def2-TZVPD.

The geometry in ORCA input format:
```
! wB97M-V def2-TZVPD RIJCOSX def2/J DEFGRID3
* xyz 2 1
C 1.06613 -3.39346 0.47782
C 1.82335 -2.10213 0.09104
C 0.97358 -0.96616 -0.50974
F 1.41963 -0.80363 -1.85208
C 1.03506 0.41230 0.21192
O 1.97365 1.27655 -0.46269
C 3.12982 0.67622 -0.76788
C -0.33607 1.13298 0.23090
C -1.17903 0.63233 1.42986
C -2.29667 -0.33667 1.03676
C -3.34994 0.23066 0.06514
O -3.31320 -0.41815 -1.19602
C -2.79235 0.29382 -2.30328
O -0.19440 2.51927 0.12632
C 0.27733 3.20985 1.28121
H 1.25479 -4.22081 -0.20902
H -0.01079 -3.19817 0.46239
H 1.32409 -3.74470 1.47802
H 2.57033 -2.38261 -0.69544
H 2.34961 -1.74409 0.99061
H -0.07674 -1.27342 -0.55058
H 1.40356 0.22001 1.23229
H 3.29719 0.70655 -1.86716
H 4.02086 1.12155 -0.27116
H 3.12619 -0.35012 -0.51007
H -0.84436 0.84174 -0.69695
H -1.61114 1.51924 1.90534
H -0.54358 0.16117 2.19265
H -1.88451 -1.23389 0.55214
H -2.78221 -0.68546 1.95392
H -3.22010 1.31653 -0.07439
H -4.35318 0.08239 0.47448
H -2.74158 1.37108 -2.09200
H -1.78894 -0.06914 -2.58079
H -3.46170 0.13206 -3.15269
H 0.99638 2.60720 1.85659
H -0.54939 3.48085 1.94654
H 0.77005 4.11582 0.92901
Sr 4.51830 -1.13756 -1.13302
*
```

Computed properties:
Frontier orbital gap: 4.91 eV

Results of the Mulliken charge analysis, in e, for atoms 1 through 4: atom 1 (C): -1.2481, atom 2 (C): -0.6205, atom 3 (C): 0.7680, atom 4 (F): -0.3514

---

Record 4
Here is a molecular structure, C32H16N8Pt from the OMol25 dataset. Energies are from ωB97M-V/def2-TZVPD.

The geometry in ORCA input format:
```
! wB97M-V def2-TZVPD RIJCOSX def2/J DEFGRID3
* xyz 0 1
Pt 0.00044 -0.14700 -0.11089
C -6.44376 -0.45950 -1.14949
C -6.45066 -1.17090 0.04861
C -5.29136 -1.37220 0.77991
C -4.11616 -0.83070 0.28661
C -2.75586 -0.82440 0.77741
N -2.36836 -1.32790 1.92611
C -1.11726 -1.40680 2.32761
C -0.70806 -1.83250 3.64501
C -1.42176 -2.19780 4.77731
C -0.70206 -2.54620 5.90771
C 0.69284 -2.54670 5.90921
C 1.41554 -2.19850 4.78071
C 0.70504 -1.83250 3.64631
C 1.11684 -1.40620 2.32981
N 2.36834 -1.32560 1.93001
C 2.75694 -0.82020 0.78251
N 1.97194 -0.13570 -0.10519
C 2.74984 0.33640 -1.12819
N 2.36214 1.15400 -2.07679
C 1.11434 1.51140 -2.29009
N 0.00044 0.91110 -1.77099
C -1.11356 1.50880 -2.29349
N -2.36096 1.14860 -2.08259
C -2.74886 0.33080 -1.13419
N -1.97116 -0.13960 -0.10979
C -4.11036 -0.10460 -0.92419
C -5.27336 0.08390 -1.65299
C -0.70546 2.59030 -3.15499
C -1.41616 3.55520 -3.84979
C -0.69566 4.51990 -4.53199
C 0.69864 4.52130 -4.52959
C 1.41824 3.55800 -3.84469
C 0.70644 2.59200 -3.15259
C 4.11184 -0.09680 -0.91719
C 5.27464 0.09410 -1.64579
C 6.44554 -0.44830 -1.14259
C 6.45304 -1.16030 0.05501
C 5.29384 -1.36370 0.78611
C 4.11774 -0.82370 0.29301
N 0.00024 -1.15850 1.57691
H -7.36736 -0.33720 -1.69799
H -7.38406 -1.57810 0.40791
H -5.29236 -1.93210 1.70171
H -2.50106 -2.20640 4.76511
H -1.22836 -2.81980 6.81151
H 1.21684 -2.82050 6.81441
H 2.49484 -2.20800 4.77151
H -5.25226 0.63030 -2.58389
H -2.49386 3.55540 -3.84049
H -1.21926 5.29480 -5.07269
H 1.22294 5.29690 -5.06859
H 2.49594 3.55970 -3.83079
H 5.25254 0.64130 -2.57619
H 7.36904 -0.32470 -1.69119
H 7.38694 -1.56620 0.41431
H 5.29574 -1.92440 1.70731
*
```

Computed properties:
Frontier orbital gap: 4.99 eV
ΔE to the lowest compared entry with this formula, charge and spin: 4.29 kcal/mol

Results of the Mulliken charge analysis, in e, for atoms 1 through 4: atom 1 (Pt): 0.7266, atom 2 (C): -0.5916, atom 3 (C): -0.6022, atom 4 (C): -0.2270

---

Record 5
Here is 15 unconnected molecules or ions with the total composition C53H106O29 at a distorted geometry from the OMol25 dataset. Energies are from ωB97M-V/def2-TZVPD.

The geometry in ORCA input format:
```
! wB97M-V def2-TZVPD RIJCOSX def2/J DEFGRID3
* xyz 0 1
C -18.77132 7.50283 18.21908
C -17.50829 8.35491 18.33649
C -18.03746 9.20360 19.49989
O -19.38960 9.50149 19.13279
C -19.98206 8.45363 18.38621
H -18.76884 6.72862 18.98635
H -18.83646 6.94459 17.28515
H -17.34943 8.91284 17.41368
H -16.59258 7.79113 18.51459
H -17.49145 10.13829 19.62762
H -17.93270 8.69770 20.45968
H -20.32597 8.94603 17.47661
H -20.68344 8.00313 19.08850
C -23.38978 15.35790 21.40509
C -24.73609 14.63176 21.30879
C -24.35327 13.35646 20.53439
O -23.44900 13.97349 19.56522
C -22.55439 14.80479 20.30974
H -22.92009 15.20141 22.37617
H -23.57109 16.43138 21.45860
H -25.44449 15.29873 20.81745
H -25.04287 14.47748 22.34329
H -25.27771 12.86241 20.23532
H -23.82193 12.62736 21.14610
H -22.14518 15.63139 19.72890
H -21.69342 14.25272 20.68662
C -20.70772 16.83227 12.37084
C -19.61010 15.87295 12.71182
C -20.41790 14.57466 12.55776
O -21.76319 14.84640 13.11132
C -21.97996 16.23853 12.96211
H -20.80302 16.85534 11.28526
H -20.41828 17.82009 12.72934
H -19.09452 15.99535 13.66434
H -18.85886 15.86787 11.92206
H -19.92036 13.79256 13.13123
H -20.42009 14.26956 11.51134
H -22.08379 16.69138 13.94814
H -22.78772 16.37189 12.24251
C -25.64128 11.03030 23.79901
C -25.67899 9.86672 22.74822
C -26.81203 10.24590 21.85803
O -27.52508 11.36663 22.35000
C -27.08624 11.55381 23.68594
H -24.97071 11.77871 23.37673
H -25.26894 10.81246 24.80001
H -25.88536 8.97017 23.33278
H -24.72583 9.75919 22.23051
H -27.53516 9.43035 21.86587
H -26.61637 10.53218 20.82466
H -27.67922 10.91085 24.33637
H -27.22333 12.60258 23.94936
C -22.61998 5.46300 16.32474
C -21.71859 6.17904 15.34671
C -22.39222 7.57496 15.25170
O -23.76683 7.30443 15.46422
C -23.96229 5.88390 15.73766
H -22.36995 5.67868 17.36352
H -22.43443 4.38892 16.32948
H -21.77530 5.72982 14.35520
H -20.73319 6.41771 15.74688
H -22.12248 7.86606 14.23652
H -21.94859 8.14749 16.06626
H -24.07871 5.31837 14.81314
H -24.78725 5.63437 16.40496
C -23.24881 13.86553 10.22004
C -22.50825 12.51986 10.20023
C -23.51915 11.51319 9.64020
O -24.48649 12.21090 8.90230
C -24.37293 13.62356 9.20735
H -22.64920 14.77531 10.19059
H -23.77542 13.94265 11.17127
H -22.23113 12.36607 11.24314
H -21.64944 12.55196 9.52978
H -23.96944 10.96571 10.46822
H -23.09062 10.71897 9.02892
H -25.32132 13.98751 9.60257
H -24.15400 14.27426 8.36074
C -28.44179 7.57555 18.27319
C -27.53331 7.40807 17.05795
C -26.72547 8.69888 16.84063
O -26.69073 9.15196 18.22436
C -27.57486 8.52107 19.06896
H -28.66694 6.62705 18.76080
H -29.39747 8.08858 18.16563
H -28.11401 7.22473 16.15392
H -26.79126 6.63341 17.25125
H -27.34443 9.41304 16.29752
H -25.75344 8.58542 16.36063
H -28.17186 9.19746 19.68067
H -26.97712 7.83743 19.67182
C -27.56842 13.47509 16.18504
C -27.91312 14.77124 16.95639
C -27.03668 14.70245 18.24189
O -26.89526 13.31691 18.44062
C -27.14036 12.46601 17.24520
H -26.71134 13.68243 15.54433
H -28.41668 13.09854 15.61342
H -28.95693 14.66485 17.25177
H -27.68642 15.60629 16.29352
H -27.53080 15.14194 19.10837
H -26.05919 15.18435 18.22226
H -27.94466 11.75548 17.43585
H -26.19563 12.00937 16.95013
C -18.64510 11.51517 16.71794
O -17.26077 11.40958 16.84848
C -16.40568 11.39296 15.77799
O -16.68871 11.87715 14.63998
O -15.18050 10.98968 16.10936
C -14.13431 11.05632 15.15287
H -19.00323 12.16608 15.92034
H -19.15958 11.74429 17.65117
H -19.14219 10.60010 16.39602
H -13.26084 10.59640 15.61505
H -13.83604 12.09830 15.03710
H -14.36881 10.60847 14.18718
C -24.02161 6.87210 19.77026
O -22.66499 6.68940 20.13015
C -22.33928 5.64448 20.96764
O -23.11070 4.78707 21.41883
O -21.04253 5.69579 21.08705
C -20.32369 4.81893 21.98313
H -24.57730 5.94274 19.64536
H -24.17712 7.43265 18.84847
H -24.55656 7.27517 20.63018
H -20.36726 3.75204 21.76415
H -20.55362 4.89640 23.04578
H -19.23736 4.90592 21.96279
C -23.06693 14.51953 16.46867
O -22.45326 15.79186 16.56173
C -21.12838 15.88937 16.92574
O -20.42452 15.08994 17.58460
O -20.63881 17.00787 16.37208
C -19.26903 17.46307 16.70378
H -23.90257 14.59779 17.16413
H -22.53038 13.72982 16.99455
H -23.49906 14.11607 15.55293
H -19.24382 18.52308 16.45111
H -18.51750 16.94267 16.11007
H -19.12817 17.39926 17.78275
C -24.02844 8.28258 12.21686
O -23.26480 7.68811 11.18627
C -23.41656 6.37490 10.88533
O -24.30899 5.61935 11.28376
O -22.38273 6.02068 10.15788
C -22.14159 4.73448 9.79711
H -24.86859 8.84805 11.81375
H -23.46798 9.01433 12.79869
H -24.39337 7.52167 12.90673
H -22.45890 4.00469 10.54197
H -21.10628 4.46624 9.58667
H -22.70750 4.55512 8.88296
C -22.66900 11.63249 14.12976
O -23.45368 11.44040 15.25188
C -22.83957 10.97036 16.36485
O -21.69559 10.62750 16.42411
O -23.79902 11.00495 17.37065
C -23.54279 10.42825 18.62989
H -22.29882 10.72708 13.64881
H -21.88300 12.32772 14.42465
H -23.17024 12.10882 13.28717
H -23.23154 9.41709 18.36765
H -24.48980 10.34486 19.16312
H -22.74635 10.88284 19.21907
C -21.03819 9.69163 21.90357
O -20.01852 10.60632 21.77049
C -19.42058 11.08947 22.87217
O -19.61602 10.78579 24.04392
O -18.51144 12.03784 22.37678
C -17.68906 12.73389 23.28163
H -21.82438 9.65053 21.14970
H -21.63640 9.78826 22.80961
H -20.45695 8.76954 21.90714
H -18.14952 13.14615 24.17947
H -17.27826 13.60348 22.76863
H -16.79916 12.20038 23.61561
C -19.27778 9.37855 13.76168
O -18.92124 9.46424 12.38938
C -19.83384 9.82433 11.47580
O -20.93965 10.30250 11.67322
O -19.35934 9.52025 10.25399
C -20.12906 9.65586 9.08900
H -20.04255 8.61663 13.91236
H -19.70971 10.30128 14.14912
H -18.41829 9.17216 14.39948
H -20.41763 8.65268 8.77522
H -19.64354 10.10533 8.22277
H -21.05802 10.20857 9.22910
*
```

Computed properties:
Frontier orbital gap: 9.66 eV
ΔE to the lowest compared entry with this formula, charge and spin: 110.90 kcal/mol

Results of the Mulliken charge analysis, in e, for atoms 1 through 4: atom 1 (C): -0.6088, atom 2 (C): -0.0665, atom 3 (C): -0.7528, atom 4 (O): -0.0461

---

Record 6
Here is C5H8O in the gas phase at a distorted geometry from the OMol25 dataset. Energies are from ωB97M-V/def2-TZVPD.

The geometry in ORCA input format:
```
! wB97M-V def2-TZVPD RIJCOSX def2/J DEFGRID3
* xyz 0 1
C -1.18980 -1.30978 -0.82969
C -1.05493 0.52326 0.51799
C 0.06048 1.47709 0.34324
C 1.23287 0.89670 0.11784
C 1.14194 -0.59273 0.17599
O -0.30934 -0.80582 0.38472
H -1.05081 -2.38845 -0.81677
H -0.59179 -0.86958 -1.64818
H -1.86172 0.71258 -0.21560
H -1.53330 0.42992 1.49078
H -0.12936 2.53918 0.30085
H 2.15977 1.41999 -0.07406
H 1.72625 -1.01922 1.00679
H 1.44398 -1.10659 -0.74960
*
```

Computed properties:
Frontier orbital gap: 7.61 eV
ΔE to the lowest compared entry with this formula, charge and spin: 130.08 kcal/mol

Results of the Mulliken charge analysis, in e, for atoms 1 through 4: atom 1 (C): -0.8993, atom 2 (C): -0.4025, atom 3 (C): -0.2535, atom 4 (C): -0.2873

---

no.,total energy (Eh),molar mass (g/mol)
1,-684.755519,117.2
2,-1160.493015,163.3
3,-788.449810,309.9
4,-1786.586835,707.6
5,-4264.696039,1207.4
6,-270.350604,84.1